C2H3I2NO as an isolated structure in a non-equilibrium geometry. Source: OMol25; level of theory: ωB97M-V/def2-TZVPD.

The calculation puts the relative energy (zero: lowest compared OMol25 entry of this formula, charge and spin) at 3.9623 eV. As for the HOMO-LUMO gap (alpha / beta): 7.951 / 7.670 eV. Its LUMO energy (alpha / beta) is -1.634 / -0.949 eV.

The geometry in XYZ format:
```
9
Properties=species:S:1:pos:R:3:mulliken_charge:R:1
C -0.062 0.520 0.403 0.7080
C 1.115 -0.058 -0.262 -0.5963
N -1.172 -0.292 0.550 -0.3792
O -0.041 1.667 0.787 -0.5601
I 2.735 1.120 -0.339 0.2249
I 1.282 -2.132 -0.252 0.1174
H -0.550 0.172 -1.875 0.0888
H -1.229 -1.152 0.046 0.1532
H -2.078 0.155 0.942 0.2432
```

C2H3I3O as an isolated structure in a non-equilibrium geometry. Source: OMol25; level of theory: ωB97M-V/def2-TZVPD.

The calculation puts the relative energy (zero: lowest compared OMol25 entry of this formula, charge and spin) at 1.3506 eV. As for the HOMO-LUMO gap: 8.856 eV. Its LUMO energy is -0.466 eV.

The geometry in XYZ format:
```
9
Properties=species:S:1:pos:R:3:mulliken_charge:R:1
C 0.449 -0.602 -0.183 -0.5308
C -0.435 0.508 -0.613 -0.9053
O -0.047 -1.103 1.438 -0.4661
I 2.556 -0.263 -0.288 0.1778
I -0.039 2.505 0.248 0.1094
I -2.455 -0.041 -0.123 0.2113
H 0.100 -1.336 -0.794 0.5293
H -0.358 0.717 -1.633 0.5701
H 0.229 -0.385 1.949 0.3042
```

A 2-piece molecular cluster, C2H3I3O overall in a non-equilibrium geometry. Source: OMol25; level of theory: ωB97M-V/def2-TZVPD.

The calculation puts the relative energy (zero: lowest compared OMol25 entry of this formula, charge and spin) at 0.3816 eV. As for the SMILES: C=C(O)I.II. As for the HOMO-LUMO gap: 7.357 eV. Its LUMO energy is -1.909 eV.

The geometry in XYZ format:
```
9
Properties=species:S:1:pos:R:3:mulliken_charge:R:1
C 0.267 -0.449 1.174 -0.6732
C 0.929 -0.084 0.069 0.2507
O 0.624 0.997 -0.750 -0.3239
I 1.695 4.104 0.654 -0.0203
I -1.029 3.819 0.722 -0.0409
I 2.600 -1.324 -0.557 0.0246
H -0.579 0.084 1.677 0.2142
H 0.453 -1.318 1.689 0.2934
H 0.565 0.598 -1.554 0.2754
```

C2H3I3O as an isolated structure in a non-equilibrium geometry. Source: OMol25; level of theory: ωB97M-V/def2-TZVPD.

The calculation puts the relative energy (zero: lowest compared OMol25 entry of this formula, charge and spin) at 3.4769 eV. As for the HOMO-LUMO gap (alpha / beta): 7.727 / 7.792 eV. Its LUMO energy (alpha / beta) is -1.188 / -1.404 eV.

The geometry in XYZ format:
```
9
Properties=species:S:1:pos:R:3:mulliken_charge:R:1
C 0.251 -0.340 0.252 -0.1271
C -0.121 0.675 -0.602 -1.0045
O -0.176 -0.407 1.532 -0.4092
I 2.389 -0.616 0.111 0.0719
I 0.472 2.645 0.024 0.2093
I -2.286 0.768 -1.010 0.1168
H -0.343 -2.032 -0.666 0.1775
H 0.339 0.549 -1.515 0.6011
H -0.524 -1.239 1.875 0.3641
```

C2H3I3O2 as an isolated structure in a non-equilibrium geometry. Source: OMol25; level of theory: ωB97M-V/def2-TZVPD.

The calculation puts the relative energy (zero: lowest compared OMol25 entry of this formula, charge and spin) at 1.9754 eV. As for the HOMO-LUMO gap: 7.218 eV. Its LUMO energy is -1.315 eV.

The geometry in XYZ format:
```
10
Properties=species:S:1:pos:R:3:mulliken_charge:R:1
C 1.485 0.802 -0.516 -0.5854
C 0.398 0.961 0.230 0.2915
O 0.113 0.421 1.381 -0.2990
O -1.042 -1.661 -0.423 -0.5537
I 2.577 -0.965 -0.035 -0.0237
I -2.605 -1.173 0.650 0.2284
I -0.546 2.783 -0.198 0.0214
H 1.627 1.389 -1.452 0.3883
H -0.697 -0.150 1.292 0.1909
H -1.309 -2.407 -0.929 0.3413
```

C2H3I3S as an isolated structure in a non-equilibrium geometry. Source: OMol25; level of theory: ωB97M-V/def2-TZVPD.

The calculation puts the relative energy (zero: lowest compared OMol25 entry of this formula, charge and spin) at 0.5497 eV. As for the HOMO-LUMO gap: 8.440 eV. Its LUMO energy is -0.823 eV.

The geometry in XYZ format:
```
9
Properties=species:S:1:pos:R:3:mulliken_charge:R:1
C -0.564 0.069 -0.418 -1.0522
C -2.285 -0.102 0.131 -0.5778
S 0.608 -1.153 0.260 -0.0464
I -3.171 1.592 -0.930 0.1683
I -2.290 -0.107 2.167 0.2563
I -2.954 -1.873 -0.821 0.2070
H -0.228 0.953 0.012 0.5312
H -0.595 0.170 -1.534 0.4499
H 0.476 -0.543 1.353 0.0637
```

C2H3IN as an isolated structure in a non-equilibrium geometry. Source: OMol25; level of theory: ωB97M-V/def2-TZVPD.

The calculation puts the relative energy (zero: lowest compared OMol25 entry of this formula, charge and spin) at 2.5411 eV. As for the net charge: +1. As for the HOMO-LUMO gap (alpha / beta): 6.445 / 6.444 eV. Its LUMO energy (alpha / beta) is -8.060 / -8.059 eV.

The geometry in XYZ format:
```
7
Properties=species:S:1:pos:R:3:mulliken_charge:R:1
C -1.217 -0.288 -0.485 -0.2025
C 1.116 -0.304 0.073 -0.2331
N -0.045 -0.458 -0.172 0.0572
I 1.330 1.875 1.902 0.2959
H -1.976 -0.728 0.028 0.3178
H -1.289 0.504 -1.220 0.2918
H 2.081 -0.601 -0.126 0.4729
```

A 2-piece molecular cluster, C2H3IN2 overall in a non-equilibrium geometry. Source: OMol25; level of theory: ωB97M-V/def2-TZVPD.

The calculation puts the relative energy (zero: lowest compared OMol25 entry of this formula, charge and spin) at 2.6054 eV. As for the HOMO-LUMO gap (alpha / beta): 8.641 / 8.914 eV. Its LUMO energy (alpha / beta) is -0.939 / -0.337 eV.

The geometry in XYZ format:
```
8
Properties=species:S:1:pos:R:3:mulliken_charge:R:1
C -0.682 -0.975 1.375 -0.2133
C 0.445 0.851 -1.253 -0.1892
N -0.768 0.229 1.023 -0.3418
N 0.927 0.714 -0.141 -0.3652
I 1.787 1.299 -2.821 0.0287
H -1.318 -1.383 2.113 0.3010
H 0.171 -1.516 1.169 0.2833
H -0.562 0.780 -1.467 0.4966
```

A 2-piece molecular cluster, C2H3IN2 overall in a non-equilibrium geometry. Source: OMol25; level of theory: ωB97M-V/def2-TZVPD.

The calculation puts the relative energy (zero: lowest compared OMol25 entry of this formula, charge and spin) at 2.8170 eV. As for the HOMO-LUMO gap (alpha / beta): 6.620 / 9.446 eV. Its LUMO energy (alpha / beta) is -1.946 / 0.163 eV.

The geometry in XYZ format:
```
8
Properties=species:S:1:pos:R:3:mulliken_charge:R:1
C 0.293 -0.277 -0.198 0.6569
C -1.126 -0.612 0.049 -0.6535
N 1.467 -0.527 -0.710 -0.3808
N 1.368 0.476 0.252 -0.3594
I 2.296 3.167 0.042 -0.0754
H -1.501 0.284 0.514 0.2677
H -0.977 -1.432 0.790 0.2390
H -1.819 -1.079 -0.738 0.3056
```

A 2-piece molecular cluster, C2H3IN2O overall in a non-equilibrium geometry. Source: OMol25; level of theory: ωB97M-V/def2-TZVPD.

The calculation puts the relative energy (zero: lowest compared OMol25 entry of this formula, charge and spin) at 5.8733 eV. As for the HOMO-LUMO gap (alpha / beta): 8.353 / 8.155 eV. Its LUMO energy (alpha / beta) is -0.363 / -0.452 eV.

The geometry in XYZ format:
```
9
Properties=species:S:1:pos:R:3:mulliken_charge:R:1
C 0.161 -2.960 -0.049 0.0532
C -0.400 2.058 0.615 -0.1792
N -0.583 -3.258 -0.888 -0.3545
N -0.397 0.476 -1.044 -0.2719
O -0.907 1.410 -0.302 0.0269
I 1.517 -0.103 -0.751 0.0374
H 0.814 -2.593 0.750 0.2822
H -0.962 2.843 1.101 0.2819
H 0.757 2.128 0.568 0.1241
```

The molecule C2H3IN2O in a non-equilibrium geometry. Source: OMol25; level of theory: ωB97M-V/def2-TZVPD.

The calculation puts the relative energy (zero: lowest compared OMol25 entry of this formula, charge and spin) at 0.4508 eV. As for the SMILES: [H]/N=C(\I)C(N)=O. As for the HOMO-LUMO gap: 9.548 eV. Its LUMO energy is -0.234 eV.

The geometry in XYZ format:
```
9
Properties=species:S:1:pos:R:3:mulliken_charge:R:1
C 0.386 -0.510 -0.621 0.0448
C -0.578 0.527 0.027 0.6410
N 0.133 -1.126 -1.675 -0.4747
N -0.707 0.550 1.376 -0.3347
O -1.179 1.259 -0.737 -0.5180
I 2.234 -0.654 0.516 -0.0209
H 0.803 -1.434 -2.369 0.2992
H 0.147 0.132 1.705 0.1109
H -1.239 1.255 1.778 0.2524
```

The molecule C2H3IN2OS in a non-equilibrium geometry. Source: OMol25; level of theory: ωB97M-V/def2-TZVPD.

The calculation puts the relative energy (zero: lowest compared OMol25 entry of this formula, charge and spin) at 2.8408 eV. As for the HOMO-LUMO gap (alpha / beta): 7.928 / 7.927 eV. Its LUMO energy (alpha / beta) is -0.491 / -0.491 eV.

The geometry in XYZ format:
```
10
Properties=species:S:1:pos:R:3:mulliken_charge:R:1
C 1.103 0.940 0.138 0.3432
C -0.800 -0.433 0.488 -0.1025
N -0.197 0.777 0.442 -0.1555
N 0.600 -1.498 -0.678 -0.5105
O 1.788 1.858 0.462 -0.5086
S 1.727 -0.395 -1.004 0.0149
I -2.839 -0.216 0.087 0.0757
H -0.713 -1.060 1.299 0.3137
H -0.743 1.647 0.278 0.2581
H 0.074 -1.620 -1.511 0.2715
```